Record 1
{"formula": "C15H17Cl2LiN5S5Sb", "method": "ωB97M-V/def2-TZVPD", "orbital_gap_ev": 3.965, "homo_ev": -0.14, "e_tot_ev": -109249.8818, "lumo_energy_ev": 3.8, "charge": -2, "relative_energy_ev": 1.117, "symbols": ["Li", "S", "Sb", "S", "S", "S", "C", "N", "C", "C", "N", "C", "S", "C", "C", "C", "C", "C", "N", "H", "H", "H", "H", "H", "H", "H", "H", "H", "Cl", "C", "Cl", "H", "H", "N", "C", "C", "C", "C", "C", "N", "H", "H", "H", "H", "H", "H"], "xyz": [[0.96748, 0.24374, 0.94757], [1.96195, 3.30750, 4.12511], [2.85420, 1.24505, 3.42387], [0.96469, -0.26356, 3.28838], [3.05855, 1.43196, 0.91115], [4.97657, 0.74602, 0.44999], [-0.07880, 0.50324, -4.65278], [-1.09801, 0.64856, -3.64373], [-2.40627, 1.03908, -3.84146], [-2.99654, 1.09063, -2.63727], [-2.05093, 0.71927, -1.68620], [-0.83752, 0.45368, -2.30950], [0.64910, 0.05120, -1.70439], [-2.33709, 0.67660, -0.29792], [-3.21085, 1.60936, 0.24541], [-3.44652, 1.55337, 1.61005], [-2.80942, 0.58981, 2.36993], [-1.96282, -0.30130, 1.72620], [-1.74095, -0.27052, 0.41121], [-0.52431, 0.70314, -5.62639], [0.33204, -0.50600, -4.62660], [0.74033, 1.19714, -4.46201], [-2.80196, 1.23702, -4.82118], [-4.01128, 1.31180, -2.36699], [-3.61897, 2.40369, -0.36228], [-4.08585, 2.29170, 2.07733], [-2.91410, 0.54487, 3.44379], [-1.40689, -1.03984, 2.28913], [0.51153, 5.65807, 0.24599], [1.00965, 4.05289, 0.85837], [-0.28878, 2.86222, 0.61625], [1.21905, 4.10011, 1.93181], [1.87141, 3.71210, 0.29494], [-0.32855, -3.04446, 0.02727], [0.97112, -3.16694, 0.51790], [1.43389, -4.39568, 1.00102], [2.73586, -4.46993, 1.45428], [3.54027, -3.34329, 1.40259], [2.99304, -2.16722, 0.91354], [1.73310, -2.07913, 0.47608], [-0.99933, -3.58706, 0.55080], [-0.61627, -2.07218, -0.04718], [0.77745, -5.25819, 1.01793], [3.12022, -5.40662, 1.84510], [4.56295, -3.35117, 1.75224], [3.58755, -1.26071, 0.86065]], "forces_ev_per_angstrom": [[0.3528, -0.4702, 0.0715], [-0.0192, -0.0177, -0.0982], [-0.0748, -0.0769, 0.0504], [-0.2474, 0.1354, 0.0147], [0.1335, 0.3281, -0.0080], [0.0269, -0.0279, -0.0457], [0.0345, 0.0155, -0.0363], [0.0014, -0.0269, 0.0819], [-0.0434, 0.0295, 0.0366], [0.0052, -0.0569, -0.0314], [0.0239, -0.0466, -0.1775], [0.0543, 0.0557, 0.0631], [-0.2306, 0.0822, -0.0669], [0.0557, -0.0351, 0.1865], [0.0802, -0.0125, -0.0667], [0.0174, -0.0720, 0.0668], [-0.0610, 0.0427, -0.0340], [0.0519, 0.0422, 0.0443], [-0.1290, 0.0152, -0.0915], [-0.0054, 0.0027, 0.0071], [-0.0014, 0.0032, 0.0016], [-0.0024, -0.0029, 0.0011], [-0.0108, -0.0043, -0.0033], [-0.0181, 0.0128, 0.0061], [-0.0110, 0.0126, -0.0121], [0.0009, -0.0025, -0.0041], [0.0206, 0.0153, 0.0099], [-0.0024, -0.0317, 0.0048], [-0.0326, 0.0641, 0.0038], [0.0947, -0.0902, -0.0047], [-0.0312, 0.1258, 0.0041], [0.0035, 0.0116, 0.0091], [-0.0161, 0.0194, 0.0271], [-0.0354, 0.0540, 0.0671], [0.0367, -0.0119, 0.0275], [-0.0159, 0.0014, -0.0083], [0.0101, -0.0507, -0.0019], [0.0256, 0.0466, 0.0164], [-0.1004, -0.0661, -0.0716], [-0.0052, -0.0646, 0.0504], [0.0046, -0.0050, -0.0331], [0.0002, -0.0276, -0.0544], [-0.0084, 0.0118, -0.0070], [-0.0075, 0.0070, 0.0017], [0.0076, 0.0104, 0.0042], [0.0670, 0.0549, -0.0009]], "mulliken_charge": [0.228, -0.851, 0.460, -0.665, -0.422, -0.751, -0.882, 0.231, -0.562, -0.495, 0.474, -0.113, -0.184, -0.140, -0.708, -0.319, -0.908, -0.214, 0.021, 0.315, 0.305, 0.318, 0.407, 0.482, 0.430, 0.373, 0.384, 0.563, -0.267, -0.021, 0.091, -0.074, 0.247, -0.518, 0.417, -0.720, -0.215, -0.785, 0.304, 0.279, 0.274, 0.247, 0.329, 0.345, 0.416, -0.130]}

***

Record 2
{"formula": "C28H82N14O10", "method": "ωB97M-V/def2-TZVPD", "orbital_gap_ev": 9.192, "homo_ev": -8.97, "e_tot_ev": -71695.4865, "lumo_energy_ev": 0.2, "relative_energy_ev": 8.584, "symbols": ["C", "O", "N", "N", "H", "H", "H", "H", "C", "O", "N", "N", "H", "H", "H", "H", "C", "O", "N", "N", "H", "H", "H", "H", "C", "O", "N", "N", "H", "H", "H", "H", "C", "C", "C", "O", "C", "N", "H", "H", "H", "H", "H", "H", "H", "H", "H", "H", "H", "C", "C", "C", "O", "C", "N", "H", "H", "H", "H", "H", "H", "H", "H", "H", "H", "H", "C", "C", "C", "O", "C", "N", "H", "H", "H", "H", "H", "H", "H", "H", "H", "H", "H", "C", "C", "C", "O", "C", "N", "H", "H", "H", "H", "H", "H", "H", "H", "H", "H", "H", "C", "C", "C", "O", "C", "N", "H", "H", "H", "H", "H", "H", "H", "H", "H", "H", "H", "C", "C", "C", "O", "C", "N", "H", "H", "H", "H", "H", "H", "H", "H", "H", "H", "H"], "xyz": [[42.85076, 4.63558, 7.55876], [42.63465, 3.84810, 6.63331], [42.27802, 4.66351, 8.72807], [43.64417, 5.65259, 7.53704], [42.57852, 5.36281, 9.39198], [41.48536, 4.05122, 8.85803], [43.58833, 6.38571, 8.22952], [44.22196, 5.68881, 6.70943], [38.31886, 5.62187, 20.25841], [39.40841, 5.91910, 19.83533], [37.79987, 4.42437, 20.14168], [37.45033, 6.38896, 20.82194], [36.93017, 4.32103, 20.64471], [38.34563, 3.62621, 19.84985], [36.75856, 6.23403, 21.54136], [37.78716, 7.34048, 20.78668], [42.33690, 9.28018, 14.10590], [42.57595, 8.77138, 13.01493], [41.60050, 10.31761, 14.24401], [42.74566, 8.91430, 15.29023], [41.50856, 10.67011, 15.18602], [41.07968, 10.66074, 13.44958], [42.32992, 9.37149, 16.08913], [43.15392, 7.99155, 15.33437], [36.03668, 15.19833, 8.82053], [36.45422, 14.15649, 9.22987], [34.93882, 15.71335, 9.27558], [36.69013, 15.84090, 7.92647], [34.46829, 14.99104, 9.80185], [34.55990, 16.56233, 8.88091], [37.47614, 15.43047, 7.44288], [36.37029, 16.67340, 7.45237], [40.08470, 14.28146, 20.51423], [40.59728, 12.79548, 20.37586], [40.71780, 12.27215, 21.81865], [39.48687, 12.03448, 22.48033], [39.56178, 11.24181, 23.65367], [39.55321, 12.17693, 19.59229], [39.09533, 14.22063, 20.96762], [40.02403, 14.65043, 19.49037], [40.69635, 15.01142, 21.04446], [41.46741, 12.73029, 19.72261], [41.31346, 12.95021, 22.42980], [41.40760, 11.42819, 21.81688], [38.60237, 11.07517, 24.14342], [40.15685, 11.76601, 24.40149], [40.09488, 10.29310, 23.59179], [39.48589, 11.23086, 19.93945], [38.67177, 12.66608, 19.65458], [35.46520, 7.94330, 14.65850], [34.98303, 6.86596, 13.63148], [34.32633, 5.74452, 14.50082], [34.19442, 4.55915, 13.81957], [33.59235, 3.44888, 14.46190], [33.93401, 7.49066, 12.82659], [35.74011, 8.89474, 14.20319], [36.39532, 7.61622, 15.12324], [34.78595, 8.30663, 15.42968], [35.86990, 6.43222, 13.16949], [33.39339, 6.14430, 14.89819], [35.03480, 5.49064, 15.28931], [33.23376, 2.70935, 13.74592], [32.72997, 3.66333, 15.09310], [34.21266, 2.95287, 15.20843], [34.44022, 8.31819, 12.54546], [33.89776, 6.88344, 12.02032], [42.51783, 18.34005, 13.37921], [43.17119, 19.72152, 13.49800], [42.20227, 20.65685, 14.26456], [42.98993, 21.76189, 14.44088], [42.30147, 22.76391, 15.17954], [44.50111, 19.62997, 14.10544], [42.93905, 17.75029, 12.56505], [41.43485, 18.44714, 13.31763], [42.79043, 17.67496, 14.19863], [43.22702, 20.11955, 12.48481], [41.79294, 20.12844, 15.12556], [41.31028, 20.97474, 13.72475], [41.73979, 22.23031, 15.94627], [41.65343, 23.41301, 14.59064], [42.89181, 23.52251, 15.69347], [44.85949, 20.55800, 14.27985], [44.43285, 19.21781, 15.02500], [48.53470, 4.72601, 13.52969], [48.70609, 3.42074, 12.65922], [49.61539, 2.33004, 13.16341], [50.98634, 2.64841, 13.03963], [51.61335, 2.34792, 11.81172], [47.34414, 2.95173, 12.38787], [48.12239, 4.58717, 14.52910], [47.98087, 5.58177, 13.14365], [49.47861, 5.24590, 13.69357], [49.20773, 3.88088, 11.80791], [49.40565, 1.36425, 12.70365], [49.50975, 2.26914, 14.24657], [51.28552, 1.39846, 11.38845], [52.69935, 2.27361, 11.86835], [51.42131, 3.13697, 11.08466], [46.85163, 3.73020, 11.97372], [46.82883, 2.92897, 13.25623], [43.14873, 12.84641, 0.19734], [42.28086, 12.09229, 1.29362], [41.59043, 13.09634, 2.29153], [41.20031, 12.77173, 3.60360], [42.08000, 12.56432, 4.70479], [41.39064, 11.04465, 0.63319], [42.54949, 13.63545, -0.25699], [43.55775, 12.32805, -0.66990], [44.07739, 13.24735, 0.60349], [43.06402, 11.65483, 1.91281], [40.67382, 13.34450, 1.75640], [42.11114, 14.05337, 2.25896], [42.68137, 13.41185, 5.03360], [42.76689, 11.78069, 4.38505], [41.55021, 12.19567, 5.58316], [40.50957, 10.91300, 1.10909], [41.09704, 11.32284, -0.29229], [43.03483, 0.92759, 19.13238], [42.89154, 0.24630, 17.68997], [41.81480, -1.02315, 17.76261], [40.51815, -0.47480, 18.01660], [39.45008, -1.34699, 17.80771], [42.36797, 1.27242, 16.83189], [43.62829, 1.83783, 19.04655], [43.63025, 0.31306, 19.80760], [42.09020, 1.21031, 19.59698], [43.90015, -0.10732, 17.47605], [42.05658, -1.59086, 18.66115], [41.99168, -1.73333, 16.95488], [38.66180, -1.06338, 18.50505], [39.47888, -2.41621, 18.01756], [39.15409, -1.44478, 16.76324], [41.69683, 0.83099, 16.21966], [41.77369, 1.89549, 17.35980]], "forces_ev_per_angstrom": [[-1.4427, -1.9774, -1.9566], [0.3129, 0.2973, 0.7099], [-2.9167, -1.6509, 3.2143], [4.0061, 3.1068, -2.2748], [-0.6755, -0.6675, 0.1805], [0.1902, 0.3110, 0.4977], [0.4186, -0.1119, -0.6735], [0.1009, 0.7133, 0.3329], [1.9900, -2.2934, -1.1384], [1.1655, 1.0427, -0.4490], [-1.1506, -3.7406, -0.1955], [-2.0403, 6.0032, 2.0737], [0.2187, -0.8379, -0.4872], [-0.1663, 0.2449, 0.2059], [0.3328, -0.5907, -0.3910], [-0.3426, 0.1828, 0.3706], [0.7410, -1.6557, -3.0058], [0.3523, -0.6147, 0.2392], [-3.2376, 4.5123, -0.2047], [2.2094, -2.5048, 2.7016], [-0.6664, 0.5913, -0.7885], [0.1547, 0.2153, 0.4362], [0.4237, -0.8553, 0.0638], [0.0034, 0.2851, 0.5438], [0.8069, -1.6602, 0.5966], [0.8843, -3.1512, 1.3295], [-2.9464, 1.3225, 1.2684], [2.9064, 3.5987, -4.6662], [-0.7471, 0.8264, 0.1253], [-0.4524, -0.5008, 0.4085], [-0.1994, -0.2989, 0.5936], [-0.2485, -0.1428, 0.3481], [0.7430, -0.5110, -0.9805], [-1.9172, 2.6442, 0.8816], [1.5302, -0.5144, 0.3916], [-0.4599, -0.7103, -0.6860], [1.0069, 0.6426, 0.7818], [0.2205, -1.0738, -0.2786], [0.0323, 0.2112, 0.0248], [-0.4122, 0.2117, -0.0231], [0.2120, -0.4130, 0.2655], [0.6852, 0.0517, 0.9645], [-0.0613, 0.7040, -0.0277], [-0.4774, -0.9957, -0.0013], [-0.2606, 0.1648, -0.7067], [0.1189, 0.3892, 0.2364], [-0.1616, -0.2903, -0.8293], [-0.7161, -0.2168, -0.3404], [-0.0654, -0.3148, 0.3078], [0.8091, 0.0670, -0.3788], [-1.2225, 0.0057, 3.4717], [1.4784, 0.6684, 0.6179], [-1.0325, -1.7182, -1.7984], [-0.3325, 0.1529, 0.7262], [1.4647, -0.5387, -0.3084], [0.0847, -0.0547, -0.6963], [-0.1051, -0.1636, 0.2661], [-0.4766, -0.7988, 0.0271], [-0.0981, 0.1454, -0.6274], [-0.2086, -0.0857, 0.0957], [0.0283, 0.5771, 0.7852], [0.4077, 0.2439, -0.2837], [-0.4565, 0.8247, -0.2609], [0.8607, -0.0529, -0.2593], [-0.5859, 0.5473, -0.7747], [-0.6072, 0.1819, -0.5977], [0.8095, -0.3339, 0.0658], [-1.1833, -0.8267, 0.0341], [0.4414, -1.1298, -1.4589], [0.4371, 2.6046, 1.5617], [-0.3123, 0.0736, 0.5017], [-0.3399, 0.0208, -0.3862], [-0.3305, 0.3579, -0.5238], [0.0338, -0.2849, -0.1844], [-0.3112, 0.3420, 0.6468], [0.4739, 0.1729, 0.0264], [0.4496, 0.2533, 0.9378], [-0.2112, -0.3877, -0.6808], [-0.3647, 0.3502, 0.1514], [-0.4543, -0.5219, -0.5334], [0.9803, -0.5806, -0.0980], [0.0357, 0.1938, -0.2033], [-0.1540, -0.3038, 0.1432], [1.4866, 0.1164, 0.9647], [-1.0662, 2.6870, 0.3808], [0.4683, 0.3295, 0.9709], [0.9334, -0.0313, 0.0127], [-0.3486, 0.1965, -0.5788], [-0.0390, -0.2633, -0.6501], [-0.0869, -0.5341, 0.0984], [-0.6121, -0.6266, -0.9184], [0.5583, -0.3880, 0.1835], [-0.4070, -0.6639, -0.8407], [-0.2666, 0.0120, -0.1372], [-0.3464, -0.4215, 0.1146], [-0.3060, -0.1513, 0.0370], [-0.0337, 0.1442, 0.7472], [-0.1637, 0.0407, -0.2552], [0.0181, 0.0962, -0.7174], [0.2040, -0.5443, 0.5911], [-0.7845, 0.2602, 0.3680], [0.8498, -0.3756, -0.3543], [-0.1542, 0.6787, -1.5982], [-0.9146, -0.3085, 0.4778], [0.8785, -0.7487, -1.1976], [0.8483, 0.9862, 0.8448], [0.0493, 0.3897, 0.1545], [-0.6045, -1.0514, 0.2164], [-0.3491, 0.4104, 0.5245], [-0.1971, -1.0381, -0.0524], [-0.5079, -0.0036, 0.3462], [0.6752, 0.0209, 0.2607], [-0.1523, 0.4894, -0.3675], [0.3509, -0.1459, 0.3861], [-0.4731, 0.0860, -0.3973], [0.0829, 0.0033, 0.6073], [0.3997, 0.3519, -0.2170], [0.5014, -0.6799, -0.9239], [-2.0794, -0.5198, 3.0020], [2.0191, 1.6680, 1.7420], [0.9345, -0.6738, -0.8242], [-1.1729, -0.7262, 0.0018], [-0.0452, -0.0146, -0.9767], [-0.0610, 0.1412, -0.3494], [-0.2967, -0.2982, 0.0963], [-0.1303, -0.2912, -0.1572], [-0.1907, -0.1382, -0.6738], [0.3227, -0.1885, 0.1582], [-0.8079, 0.3719, -0.7034], [-0.3403, 0.5560, -0.5791], [1.5073, -0.3367, 0.7366], [-0.3750, 0.9331, -0.2609], [0.0670, 0.0628, -0.5780], [0.1475, 0.1511, 0.2909]], "mulliken_charge": [0.701, -0.670, -0.378, -0.405, 0.157, 0.212, 0.169, 0.215, 0.594, -0.643, -0.357, -0.409, 0.164, 0.211, 0.218, 0.221, 0.683, -0.678, -0.360, -0.392, 0.133, 0.212, 0.171, 0.230, 0.638, -0.661, -0.410, -0.378, 0.240, 0.187, 0.221, 0.163, -1.396, 0.160, -0.733, -0.304, -0.815, -0.597, 0.340, 0.366, 0.355, 0.296, 0.472, 0.456, 0.265, 0.332, 0.320, 0.223, 0.260, -1.364, 0.423, -0.739, -0.297, -0.782, -0.688, 0.393, 0.361, 0.335, 0.263, 0.322, 0.339, 0.273, 0.319, 0.305, 0.284, 0.255, -1.319, 0.392, -0.806, -0.319, -0.767, -0.731, 0.343, 0.333, 0.336, 0.261, 0.433, 0.410, 0.325, 0.267, 0.274, 0.322, 0.246, -1.553, 0.815, -0.771, -0.359, -0.696, -0.751, 0.390, 0.414, 0.355, 0.028, 0.409, 0.284, 0.322, 0.258, 0.263, 0.309, 0.282, -1.446, 0.638, -0.907, -0.332, -0.664, -0.635, 0.334, 0.414, 0.389, 0.144, 0.334, 0.426, 0.290, 0.287, 0.241, 0.244, 0.243, -1.400, 0.280, -0.749, -0.265, -0.888, -0.720, 0.405, 0.387, 0.302, 0.321, 0.414, 0.400, 0.263, 0.350, 0.331, 0.284, 0.283]}